Formula: C14H10ErF5NO
Source: the Open Molecules 2025 dataset
Level of theory: wB97M-V/def2-TZVPD

```
32
Properties=species:S:1:pos:R:3:forces:R:3
Er -0.09824 -0.03541 -1.11406 0.967 3.238 3.367
F 0.00062 0.07929 6.37042 0.025 -0.155 0.755
N 1.46322 1.09669 -0.80380 -7.407 -4.211 -1.876
H 1.68997 -0.82653 -3.51984 -0.086 0.009 0.125
H 2.20508 1.55794 -0.76800 8.346 5.181 0.356
H -0.39042 -2.95378 -0.30473 0.012 0.068 0.069
C -0.11437 1.17497 2.95130 0.271 -1.746 0.179
C 0.91093 -1.27831 -2.92274 -0.757 -1.251 0.007
C 0.11173 -1.18833 4.36907 0.025 0.084 0.392
F 0.21557 -2.33394 5.06993 0.001 0.050 0.008
F -0.21820 2.36810 4.91511 -0.068 0.684 0.918
C -0.11043 1.18814 4.32252 -0.016 0.078 -1.130
H 0.27660 3.36749 -4.04835 -0.114 -0.117 0.036
H 1.56623 2.23893 -3.27016 -0.690 0.192 0.089
H -1.92173 2.09410 -1.07799 0.275 -0.108 -0.474
C -0.19687 -2.40587 -1.21318 0.261 -0.569 -1.660
O -0.01430 -0.01209 0.97825 -1.228 -1.090 -0.382
C 1.10025 -2.01085 -1.70066 -1.009 -0.850 -1.099
C -1.57012 1.65907 -2.02933 -1.701 0.228 -0.156
C -0.43534 2.03965 -2.58995 1.901 1.353 -0.929
F -0.22729 2.29007 2.26750 -0.194 1.121 -0.419
C -0.49962 -1.20514 -3.18121 0.527 -1.475 0.167
H -2.25823 -2.02447 -2.03338 -0.009 -0.006 -0.007
H -0.95985 -0.70153 -4.01682 -0.017 0.042 -0.027
C -1.18855 -1.90825 -2.12989 1.021 -1.019 -0.726
C 0.52440 2.57528 -3.34014 -0.580 -0.573 0.552
C 0.00220 -0.04091 2.21974 -0.209 1.078 1.946
C 0.11378 -1.20017 3.00223 0.128 -0.210 -0.818
C 0.00126 0.02029 5.03309 0.002 -0.283 0.282
H -2.24901 0.94485 -2.52983 0.404 0.493 0.171
H 2.04574 -2.21262 -1.22142 -0.066 0.110 0.015
F 0.22505 -2.35668 2.31631 -0.016 -0.344 0.270
```
Positions in Å, forces in eV/Å.

Summary:
Gap between HOMO and LUMO (alpha / beta) = 5.732 / 5.890 eV
2S+1 = 4
M = 470.49 g/mol
Net charge = -1
LUMO energy (alpha / beta) = 0.0993 / 0.0991 hartree

=====

Formula: C19H21N3O4
Source: the Open Molecules 2025 dataset
Level of theory: wB97M-V/def2-TZVPD

```
47
Properties=species:S:1:pos:R:3:forces:R:3
H 5.17786 2.50914 -1.26520 -0.053 0.045 0.069
N -0.87266 -2.64571 -0.30190 -0.279 0.067 -0.103
H -3.90301 -1.18785 -0.36377 0.190 -0.107 0.152
C -0.42571 1.41864 -1.05621 -0.023 0.023 -0.080
H 2.61991 2.32835 1.32802 0.038 0.121 -0.031
O -0.62140 -3.56303 1.73149 0.031 -0.124 0.462
C -0.37140 -2.03604 -1.51635 0.187 0.021 -0.296
C 0.05050 2.61948 -0.58944 -0.159 0.024 -0.012
H 0.35322 -1.11246 2.41656 -0.122 -0.059 0.096
C -0.64487 3.34387 0.37384 0.016 0.013 -0.028
H -2.46550 3.42654 1.50215 -0.011 0.016 0.005
C 1.41783 0.68387 1.95478 -0.002 -0.129 0.035
H -0.13390 -2.80502 -2.26428 0.032 0.114 -0.022
C -2.83673 -1.21737 -0.10236 -0.390 -0.331 0.052
H -2.72636 -0.85475 0.92441 -0.018 -0.035 -0.060
H 0.17923 0.87301 -1.76081 0.057 -0.137 -0.038
H 1.84208 -3.42397 1.43449 -0.092 -0.036 -0.127
C 1.38255 -2.85414 0.62295 -0.065 -0.086 0.211
H 0.92578 1.26328 2.72129 -0.058 0.059 0.069
H -0.25040 4.27001 0.75900 0.012 0.110 0.042
C 3.00807 0.55476 0.16648 -0.078 -0.076 0.074
C -0.11855 -3.06497 0.74392 0.282 -0.107 -0.237
C -1.64674 0.87848 -0.60724 -0.195 0.210 0.192
H -2.74859 -3.19589 -1.03168 -0.010 0.019 0.060
C -1.86304 2.87313 0.79754 -0.105 -0.083 0.028
C 1.72254 -1.39501 0.79346 0.176 0.182 -0.068
C 4.40534 2.35932 -0.51260 0.079 0.208 0.031
N -2.06511 -0.36167 -0.98294 -0.016 -0.063 -0.163
O -4.44984 0.88496 -0.24682 -0.102 0.200 0.022
C -2.31446 -2.65972 -0.18297 -0.136 0.031 0.242
O -4.19246 1.85774 1.65444 -0.094 -0.039 0.159
C -2.39172 1.68686 0.28359 1.258 0.317 -0.221
O 3.95473 1.03833 -0.68714 -0.149 -0.300 0.002
C 1.08943 -0.64502 1.78123 -0.051 0.035 0.051
C 2.37660 1.29171 1.16036 0.326 0.134 -0.119
N -3.76087 1.44036 0.59478 -0.877 -0.141 0.046
H 3.18192 -1.34032 -0.78523 0.051 -0.093 -0.110
H 3.60177 3.08587 -0.67224 0.022 -0.017 0.025
H 1.75987 -3.23768 -0.32560 0.025 0.026 -0.015
H -2.56557 -3.19553 0.73360 -0.045 0.058 -0.194
C -1.44878 -1.08655 -2.06525 0.223 -0.081 -0.030
H -1.02257 -0.40023 -2.79522 -0.049 -0.088 -0.003
H 4.83564 2.50894 0.48246 -0.032 0.001 -0.026
C 2.66962 -0.78711 -0.01191 0.069 0.107 0.041
H -2.23631 -1.65280 -2.57117 0.107 0.057 -0.053
H 0.98985 2.99230 -0.96848 0.117 -0.003 -0.028
H 0.53218 -1.46608 -1.29403 -0.087 -0.063 -0.106
```
Positions in Å, forces in eV/Å.

Summary:
Gap between HOMO and LUMO = 8.139 eV
SMILES = COc1cccc(CC(=O)N2CCN(c3ccccc3[N+](=O)[O-])CC2)c1
Energy relative to the best compared isomer or geometry (same formula, charge and spin) = 119.44 kcal per mole
M = 355.39 g/mol
LUMO energy = -0.0049 hartree

=====

Formula: C34H38N7O2Pd
Source: the Open Molecules 2025 dataset
Level of theory: wB97M-V/def2-TZVPD

```
82
Properties=species:S:1:pos:R:3:forces:R:3
H 4.28758 0.65591 2.35341 -0.034 -0.037 0.024
C 0.72262 1.90810 -1.12778 0.096 0.083 -0.623
H 1.39032 -0.52043 -0.36515 0.228 -0.246 -0.125
H -0.63276 4.09728 -1.05198 0.007 0.030 -0.059
N -4.80522 -1.31153 -0.38405 0.252 -0.016 0.054
H 3.96674 -2.03617 -0.59747 -0.021 0.249 0.175
H -5.18248 -3.38257 -0.47036 0.005 0.036 -0.003
C 0.50190 1.27988 -2.37879 -0.348 0.523 0.185
N -3.17340 2.00318 -2.06174 0.017 -0.077 -0.068
H 1.67543 -1.41134 5.41408 0.023 -0.014 -0.007
H 3.36273 -3.02465 1.56812 -0.040 0.018 -0.023
H -2.17300 2.10451 -2.08694 0.002 0.062 0.103
H -0.85170 1.73573 1.95149 -0.365 -0.173 -0.188
C -1.50008 4.19832 2.22794 0.237 -0.217 -0.124
H 1.02782 1.19528 -4.45235 -0.018 0.007 0.006
C -5.61565 -0.42905 -1.02212 0.058 0.247 -0.134
C -3.72439 0.92084 -1.51627 0.019 0.002 0.105
H 5.57796 1.65265 0.51390 -0.016 0.001 0.025
H -2.19013 5.93926 3.26065 -0.019 -0.013 -0.004
C 0.80180 -5.58166 -0.23783 0.128 -0.152 0.125
C 1.23133 1.65455 -3.49312 -0.155 0.069 -0.208
H 3.30594 3.92395 -2.06799 -0.020 0.048 0.011
H -1.25899 6.45927 -0.88364 0.000 -0.001 0.004
C 4.65909 1.11721 0.30812 -0.268 0.014 -1.153
C 0.13733 -1.69562 3.93582 0.224 0.045 0.001
H 1.99289 3.28168 -0.06589 -0.027 0.056 0.004
H -0.26807 0.52040 -2.46347 -0.015 -0.005 -0.043
C 4.11156 1.13113 -0.99913 1.461 0.091 0.918
N 2.19940 -3.00612 -0.18010 0.585 0.363 0.163
N -2.93535 0.04344 -0.89242 0.586 0.031 0.220
C 0.89057 -3.13760 -0.67127 -0.248 -0.017 -0.570
H 2.68814 -1.93139 -1.85317 -0.061 0.321 0.085
H 3.30881 -0.58024 3.75879 0.005 -0.032 -0.003
C 2.80774 -0.21305 1.09149 0.749 0.351 -0.588
C -0.04321 1.54988 0.03802 -0.948 -1.340 0.071
C -0.62030 2.25680 1.02293 0.246 -0.449 -0.228
C 1.92163 -0.73246 2.10317 -0.243 -0.187 0.655
Pd -0.80199 -0.41722 -0.03727 -0.503 1.554 1.018
C 2.22905 2.62092 -3.38743 0.045 0.129 0.053
H 2.78874 2.91555 -4.26526 0.007 0.016 0.003
C -5.12750 0.69908 -1.58203 -0.028 0.055 -0.072
H -6.38728 -2.42864 0.41663 0.009 0.080 -0.031
N 0.26769 -4.30736 -0.71371 -0.011 0.126 0.179
H -1.56240 3.56527 3.10567 -0.026 0.003 0.001
H -1.82352 -4.18823 -0.42311 -0.010 -0.022 0.021
C 2.89794 -1.97155 -0.78820 0.164 -1.628 -0.294
H 0.55260 -5.75102 0.81160 0.008 -0.009 -0.035
H -5.77280 1.40780 -2.07810 -0.051 -0.056 0.006
C -5.32720 -2.54364 0.20995 -0.036 -0.237 0.036
C -1.03245 3.65470 1.02206 0.255 0.700 0.243
O 0.42887 -2.08312 -1.15763 -0.060 -0.525 -0.400
C 1.40210 -1.32426 4.37106 -0.333 -0.075 0.052
H -1.24185 -3.55388 -1.96567 0.037 0.026 -0.002
H -4.79658 -2.74702 1.13399 -0.025 0.037 0.028
C -1.76049 6.35038 1.20031 0.032 -0.068 0.020
H 4.56628 1.73246 -1.77483 0.002 -0.170 0.047
C -1.84799 5.53241 2.31881 -0.110 0.166 -0.037
C -0.17548 -1.55479 2.58457 0.008 -0.306 0.230
C 3.95818 0.50583 1.33558 -0.468 -0.410 0.415
O -2.69002 -1.83366 0.30471 0.347 -0.100 -0.066
C -1.10616 -4.33860 -1.22910 -0.164 0.138 0.021
C 2.84025 -3.73303 0.92373 0.114 0.005 0.102
H 3.57399 -4.44917 0.55347 -0.072 -0.037 0.009
H 2.10172 -4.24835 1.52845 -0.027 0.042 -0.023
N 2.44422 -0.46659 -0.28224 0.349 1.538 0.545
N 0.69138 -1.08062 1.69393 -0.726 0.219 -0.387
C -0.96576 4.49292 -0.10178 0.053 -0.278 0.111
H -1.14725 -1.85189 2.20332 -0.015 0.076 0.036
C -3.45472 -1.06030 -0.30617 -0.161 -0.010 -0.033
H -6.66795 -0.67329 -1.06505 0.007 -0.063 0.082
H -0.59602 -2.08683 4.62764 -0.033 0.017 -0.036
C 2.30847 -0.84448 3.44570 0.172 0.123 -0.450
H 2.50956 0.40134 -2.22748 0.288 -0.293 0.156
H -3.73839 2.67320 -2.55419 0.003 0.025 -0.020
C 1.77766 2.84050 -1.03209 -0.470 -0.049 0.034
H 0.34988 -6.38342 -0.81415 -0.004 0.046 -0.076
C -1.31687 5.82456 -0.00933 -0.128 0.066 -0.021
H -1.28240 -5.30155 -1.69970 0.065 -0.015 0.024
H -2.04408 7.39200 1.26475 0.022 0.005 0.015
C 2.51183 3.19248 -2.15059 -0.236 0.318 -0.454
C 2.99524 0.43300 -1.25933 -0.340 -0.865 0.216
H 1.87689 -5.64723 -0.37648 -0.030 0.038 -0.046
```
Positions in Å, forces in eV/Å.

Summary:
Gap between HOMO and LUMO (alpha / beta) = 3.846 / 3.699 eV
M = 683.14 g/mol
Net charge = +3
LUMO energy (alpha / beta) = -0.4082 / -0.4122 hartree

=====

Formula: C30H23ClN4OsPSSe4
Source: the Open Molecules 2025 dataset
Level of theory: wB97M-V/def2-TZVPD

```
65
Properties=species:S:1:pos:R:3:forces:R:3
N -1.26257 0.88971 0.37328 0.009 -0.069 0.014
C 5.09734 0.09966 -0.24156 -0.017 -0.033 0.019
C 4.84683 -1.17611 0.25319 0.006 0.051 -0.018
C 0.97911 -0.90792 2.44733 -0.006 0.020 -0.001
H 1.78213 -0.23956 2.16252 0.019 -0.005 -0.015
H -0.91685 6.25060 1.06344 -0.006 0.005 -0.010
H 1.03589 -0.29838 4.49950 -0.002 0.000 0.000
C 1.65752 -4.81857 -2.60209 -0.005 0.004 0.004
C -2.10693 2.22864 2.67262 0.052 -0.005 0.033
C -2.02704 0.28153 1.29449 -0.021 0.062 -0.025
H 1.40672 -2.71862 -2.84874 -0.040 0.095 -0.074
C 1.64627 -5.88692 -1.71633 0.012 -0.009 -0.022
H -1.87579 -3.27751 3.50976 0.001 0.001 0.001
P 0.80393 -1.60506 -0.26096 0.114 -0.003 0.027
C 3.56058 -1.68466 0.24339 -0.005 -0.012 0.007
H -0.35248 2.67402 -0.15063 -0.024 -0.007 0.003
C -1.07841 -2.60826 3.21403 0.001 0.015 0.012
C 0.55604 -0.93735 3.76996 0.016 0.009 -0.013
H -0.78777 -1.81930 5.18865 0.004 -0.001 0.001
S 1.00628 -1.33887 -5.80018 -0.024 -0.033 -0.053
C -0.46694 -1.78917 4.15570 -0.016 -0.012 -0.008
Cl 1.49817 1.33288 -1.40969 0.102 -0.042 0.024
H -2.43659 2.74720 3.56352 -0.014 0.003 -0.003
H -2.67084 6.01591 -3.43319 -0.006 -0.002 0.001
N 0.15168 -0.70529 -3.24076 -0.038 -0.063 0.287
N -3.77061 4.60040 -2.42030 -0.016 0.013 0.020
Se -2.27145 -1.60215 -1.45773 -0.302 0.008 -0.049
C 4.06259 0.86919 -0.74783 0.019 -0.026 0.016
C 1.08736 -4.39185 0.08294 0.034 -0.035 -0.012
H 1.86375 -6.88612 -2.06992 -0.003 0.002 0.001
C -1.30596 5.24744 0.93164 0.057 -0.017 0.008
H 1.37534 -6.49815 0.32205 0.003 0.004 0.001
C 1.06929 -3.31753 -0.80755 -0.003 -0.009 -0.003
H -2.30495 -0.73976 1.09514 0.004 -0.021 0.010
H 4.24023 1.85785 -1.14751 -0.003 -0.004 -0.005
C -1.35520 2.88837 1.71275 0.057 0.025 -0.024
H 6.10349 0.49613 -0.24176 -0.001 -0.003 -0.004
C 0.37582 -1.72855 1.49939 -0.059 0.014 0.006
C -0.66620 -2.57154 1.89227 -0.042 0.027 0.027
C -2.79142 5.49714 -2.48885 0.005 0.002 -0.026
C 0.48780 -0.95781 -4.33634 0.125 0.019 -0.009
C 1.37497 -3.53969 -2.15185 -0.043 -0.027 0.029
H 5.65986 -1.77609 0.63809 -0.004 0.000 0.001
Se -4.24251 -0.70270 -2.26719 0.286 -0.106 0.004
C -0.94893 2.17276 0.59747 0.023 -0.046 0.004
H -4.71861 3.26816 -1.17229 0.011 0.006 -0.002
C 1.36934 -5.67088 -0.37523 -0.006 0.011 0.004
H -1.17222 6.50707 -1.48739 -0.001 -0.001 0.000
H 3.36978 -2.68383 0.61633 0.001 0.004 -0.005
H 0.89343 -4.24440 1.13560 0.040 -0.023 -0.028
H -3.06634 0.35923 3.14732 0.002 0.005 0.001
H -0.36347 4.59774 2.67181 -0.036 -0.005 0.022
Os -0.54379 -0.08405 -1.45944 -0.198 0.285 -0.316
C -3.90647 3.98378 -1.25078 -0.033 0.027 0.025
N -3.15899 4.14475 -0.16838 -0.006 0.046 0.006
H 1.88752 -4.97242 -3.64786 0.001 -0.005 0.004
Se -1.60492 1.79823 -2.67625 0.199 -0.131 0.074
C -2.45492 0.90971 2.44641 -0.017 -0.030 -0.012
C -0.97509 4.31485 1.82189 -0.059 -0.002 -0.044
Se -3.64951 1.15178 -3.44601 -0.057 -0.037 0.095
H -1.15829 -3.20973 1.16637 -0.009 0.029 -0.002
C 2.79028 0.32837 -0.73873 -0.087 0.055 -0.044
C -2.16654 5.03878 -0.25326 -0.031 -0.016 0.008
C -1.95722 5.76664 -1.41720 0.009 0.004 0.009
C 2.49650 -0.92974 -0.25505 0.027 -0.014 0.020
```
Positions in Å, forces in eV/Å.

Summary:
Gap between HOMO and LUMO (alpha / beta) = 4.567 / 4.593 eV
Energy relative to the best compared isomer or geometry (same formula, charge and spin) = 0.00 kcal per mole
M = 1044.11 g/mol
Net charge = +1
LUMO energy (alpha / beta) = -0.1999 / -0.1998 hartree

=====

- Look up the M of the first one.
  470.49 g/mol

=====

- Which value of M does entry 1 give?
  470.49 g/mol